Record 1
Computed, not measured: C28H61ClInO10P2 as an isolated structure, with ωB97M-V with the def2-TZVPD basis set.

Geometry as ORCA input:
```
! RIJCOSX wB97M-V def2-TZVPD def2/J DEFGRID3
* xyz -1 1
C -2.44 -1.02 -0.13
H 2.52 -1.28 6.12
H 1.10 0.10 1.67
H -2.67 -5.65 -8.08
H -2.88 -0.23 -0.74
C -2.79 -1.09 1.18
H -2.03 -4.31 -9.04
H 1.54 1.12 9.91
H 0.19 -2.19 5.83
H 2.85 2.92 7.83
H 2.11 -1.57 4.42
C 2.29 4.54 1.41
O -0.61 -0.44 -6.86
C 3.42 -0.67 1.38
H -2.83 0.51 9.74
C -1.43 -1.92 -0.81
H -0.67 -1.13 -3.23
C 1.87 -0.97 5.30
H -4.48 -2.28 1.70
C -0.77 0.85 -2.46
H 1.22 3.19 8.41
H 0.61 -2.15 -1.36
H 2.63 2.46 10.29
H -1.55 2.58 9.67
C 1.19 4.50 2.49
O 4.12 -0.65 0.22
C 0.42 -1.14 5.68
O -0.44 -3.32 -7.15
C 1.34 -0.45 -3.16
H 2.44 4.61 -0.73
O -0.53 1.30 8.48
C 1.65 1.04 1.64
C -4.24 -1.23 1.56
H 2.36 -3.53 -8.28
C -1.72 2.05 8.73
C 2.51 -2.60 -7.73
C -1.80 -0.98 2.30
H 2.86 1.58 -1.43
C -0.54 1.68 -1.19
H -1.82 0.07 2.61
H -1.88 2.80 7.95
H 0.76 4.69 -0.15
H -3.25 -0.28 -10.12
H 2.28 -1.27 -9.41
H -4.48 -0.66 2.47
Cl 0.99 6.07 3.35
H 2.12 -2.74 -6.72
H 1.49 0.58 -3.48
C -1.82 -4.99 -8.22
C 1.82 -1.45 -8.44
C 1.97 2.43 8.25
In 1.51 2.02 -0.37
H -2.04 0.59 -9.20
C -3.03 0.14 -9.14
C -0.08 -0.53 -2.53
H 3.58 -2.40 -7.65
O 0.08 -0.49 6.92
H -3.76 0.92 -8.92
H 3.05 3.80 1.68
H 2.10 0.07 5.07
P -0.62 -1.78 -7.48
C 2.36 1.72 9.53
H -4.00 -1.50 -8.15
H -4.86 -0.81 0.77
O -0.96 1.68 6.07
O 1.54 1.47 7.26
H -0.78 -1.19 1.99
H -2.40 -3.73 -6.56
H -1.93 -2.26 -1.73
H 1.40 -1.08 -4.05
H -1.15 1.31 -0.36
H 2.13 -0.65 -2.45
H 1.21 1.66 2.43
H 1.46 3.79 3.27
H -3.00 0.48 7.99
C -3.06 -0.94 -8.08
H -0.90 2.69 -1.41
P 0.04 1.10 6.97
H 2.79 5.51 1.47
H 1.90 -0.53 -7.85
H -1.85 0.64 -2.52
H 3.20 1.05 9.36
C 1.74 4.24 0.01
H -1.19 -4.94 -6.18
H 3.18 0.57 3.11
C -1.52 -4.24 -6.95
H 0.34 -0.73 -0.38
H -2.04 -1.58 3.18
H -0.51 1.44 -3.34
H -0.95 -5.59 -8.52
C -2.92 1.14 8.85
H -1.26 -2.78 -0.16
O 3.03 -1.72 1.83
C -0.07 -1.30 -1.21
H 4.70 0.12 0.21
O 0.44 -1.72 -8.71
C 3.11 0.66 2.03
H 0.24 4.18 2.08
H -0.24 -0.76 4.89
O -2.01 -1.89 -8.29
H -3.01 -0.51 -7.08
H -3.84 1.72 8.94
H 3.81 1.45 1.72
*
```

Calculated values
* gap between HOMO and LUMO: 6.666 eV

Results of the Löwdin charge analysis, in e, for atoms 1 through 99: number 1, C, carries -0.0989; number 2, H, carries 0.0824; number 3, H, carries 0.0101; number 4, H, carries 0.0798; number 5, H, carries 0.0990; number 6, C, carries -0.3506; number 7, H, carries 0.0729; number 8, H, carries 0.0718; number 9, H, carries 0.1181; number 10, H, carries 0.1201; number 11, H, carries 0.0766; number 12, C, carries -0.3859; number 13, O, carries -0.2101; number 14, C, carries -0.5420; number 15, H, carries 0.0734; number 16, C, carries -0.1736; number 17, H, carries 0.1132; number 18, C, carries -0.0693; number 19, H, carries 0.0769; number 20, C, carries -0.2765; number 21, H, carries 0.1172; number 22, H, carries 0.1126; number 23, H, carries 0.0784; number 24, H, carries 0.1150; number 25, C, carries -0.6041; number 26, O, carries 0.0704; number 27, C, carries -0.2464; number 28, O, carries -0.1853; number 29, C, carries -0.0825; number 30, H, carries 0.0126; number 31, O, carries -0.2168; number 32, C, carries -0.2513; number 33, C, carries -0.0793; number 34, H, carries 0.0779; number 35, C, carries -0.2884; number 36, C, carries -0.0824; number 37, C, carries -0.0599; number 38, H, carries -0.0668; number 39, C, carries -0.2777; number 40, H, carries 0.0963; number 41, H, carries 0.1071; number 42, H, carries 0.0203; number 43, H, carries 0.0738; number 44, H, carries 0.1139; number 45, H, carries 0.0678; number 46, Cl, carries 0.4856; number 47, H, carries 0.0671; number 48, H, carries 0.0531; number 49, C, carries -0.0701; number 50, C, carries -0.2771; number 51, C, carries -0.2471; number 52, In, carries 0.6789; number 53, H, carries 0.0786; number 54, C, carries -0.0727; number 55, C, carries -0.3834; number 56, H, carries 0.0781; number 57, O, carries -0.1752; number 58, H, carries 0.0771; number 59, H, carries 0.0732; number 60, H, carries 0.0608; number 61, P, carries 0.4569; number 62, C, carries -0.0715; number 63, H, carries 0.1157; number 64, H, carries 0.0728; number 65, O, carries -0.2137; number 66, O, carries -0.1787; number 67, H, carries 0.0688; number 68, H, carries 0.1164; number 69, H, carries 0.1061; number 70, H, carries 0.0559; number 71, H, carries 0.0156; number 72, H, carries 0.0491; number 73, H, carries 0.0207; number 74, H, carries 0.0456; number 75, H, carries 0.0787; number 76, C, carries -0.2789; number 77, H, carries 0.0223; number 78, P, carries 0.4155; number 79, H, carries 0.0726; number 80, H, carries 0.1139; number 81, H, carries 0.0850; number 82, H, carries 0.0792; number 83, C, carries -0.3115; number 84, H, carries 0.1197; number 85, H, carries 0.0871; number 86, C, carries -0.2467; number 87, H, carries 0.0809; number 88, H, carries 0.0679; number 89, H, carries 0.0969; number 90, H, carries 0.0794; number 91, C, carries -0.0739; number 92, H, carries 0.1053; number 93, O, carries 0.0759; number 94, C, carries -0.1801; number 95, H, carries 0.0970; number 96, O, carries -0.1957; number 97, C, carries -0.2143; number 98, H, carries 0.0680; number 99, H, carries 0.1003


Record 2
Computed, not measured: C11H25BO3PYb as an isolated structure, with ωB97M-V with the def2-TZVPD basis set.

Geometry as ORCA input:
```
! RIJCOSX wB97M-V def2-TZVPD def2/J DEFGRID3
* xyz 1 1
C 0.41 3.21 -2.66
H 0.90 -0.53 -0.15
C -0.24 -3.18 0.28
H 4.07 -0.65 2.68
C 4.51 -0.97 1.71
C 1.50 -1.40 -0.59
H -1.41 -2.54 2.07
H 0.48 -3.77 0.90
H -0.22 -1.34 1.48
H -0.78 4.09 0.16
H 1.94 -1.01 -1.56
C -2.82 -0.09 0.73
H -3.77 -0.30 1.30
H -3.16 0.46 -0.19
C -1.88 0.92 1.51
H 5.46 -0.43 1.48
H -0.12 -2.20 -1.76
C -2.17 2.43 0.99
O 3.41 0.48 0.06
H 4.72 -2.06 1.73
C -1.01 -2.06 1.14
P -1.20 2.58 -1.83
O -1.17 0.88 -2.14
C -2.13 -1.44 0.21
H -0.79 0.75 1.34
C 3.44 -0.69 0.59
H -1.05 -3.84 -0.14
H 1.28 3.13 -1.91
H 0.61 2.50 -3.52
O 2.64 -1.78 0.23
Yb 1.55 1.53 -0.46
H 0.09 2.40 0.33
H -1.73 0.67 -2.90
H 0.21 4.25 -3.00
C 0.55 -2.60 -0.95
H -3.16 2.53 0.48
B -0.93 2.91 0.04
H -2.95 -2.21 0.16
H -2.21 3.14 1.87
H 1.15 -3.41 -1.46
H -1.81 -1.26 -0.84
H -2.19 0.90 2.58
*
```

Calculated values
* gap between HOMO and LUMO: 6.866 eV

Calculated atomic charges, method Löwdin, unit e: number 1, C, carries -0.3095; number 2, H, carries 0.0616; number 3, C, carries -0.1758; number 4, H, carries 0.1122; number 5, C, carries 0.0474; number 6, C, carries -0.1974; number 7, H, carries 0.1230; number 8, H, carries 0.1126; number 9, H, carries 0.0765; number 10, H, carries 0.0573; number 11, H, carries 0.1374; number 12, C, carries -0.1852; number 13, H, carries 0.1179; number 14, H, carries 0.0932; number 15, C, carries -0.2041; number 16, H, carries 0.1091; number 17, H, carries 0.1175; number 18, C, carries -0.2242; number 19, O, carries -0.1167; number 20, H, carries 0.1028; number 21, C, carries -0.1834; number 22, P, carries 0.8719; number 23, O, carries -0.4073; number 24, C, carries -0.1890; number 25, H, carries 0.0474; number 26, C, carries -0.3432; number 27, H, carries 0.1199; number 28, H, carries -0.0361; number 29, H, carries 0.0478; number 30, O, carries 0.0266; number 31, Yb, carries 1.4231; number 32, H, carries -0.0963; number 33, H, carries 0.0445; number 34, H, carries 0.0552; number 35, C, carries -0.1450; number 36, H, carries 0.0905; number 37, B, carries -0.7101; number 38, H, carries 0.1196; number 39, H, carries 0.0904; number 40, H, carries 0.1331; number 41, H, carries 0.0762; number 42, H, carries 0.1088


Record 3
Computed, not measured: an isolated molecule of C2H2Cl2N2, with ωB97M-V with the def2-TZVPD basis set.

Geometry as ORCA input:
```
! RIJCOSX wB97M-V def2-TZVPD def2/J DEFGRID3
* xyz 0 1
Cl -1.81 0.02 -1.26
H 1.06 0.19 -1.25
H 1.62 0.54 0.12
C 0.84 -0.15 -0.26
Cl 1.21 -1.87 0.00
C -0.66 0.16 0.10
N -1.07 1.14 1.12
N -1.19 -0.04 1.43
*
```

Calculated values
* gap between HOMO and LUMO: 10.460 eV
* energy above the lowest of the compared OMol25 structures with the same formula, charge and spin: 12.0 kcal per mole
* SMILES string: ClCC1(Cl)N=N1

Calculated atomic charges, method Löwdin, unit e: number 1, Cl, carries 0.6069; number 2, H, carries 0.0458; number 3, H, carries 0.0863; number 4, C, carries -0.5984; number 5, Cl, carries 0.5603; number 6, C, carries -0.9170; number 7, N, carries 0.1114; number 8, N, carries 0.1046


Record 4
Computed, not measured: a 4-piece molecular cluster, C34H49N5O3 overall, with ωB97M-V with the def2-TZVPD basis set.

Geometry as ORCA input:
```
! RIJCOSX wB97M-V def2-TZVPD def2/J DEFGRID3
* xyz 4 1
H 1.50 0.02 -0.41
C -2.14 -3.07 2.73
H 2.65 1.45 -0.50
H -0.18 5.60 -2.29
H -1.57 -1.60 1.20
C -2.34 -2.19 1.69
H -3.59 -8.48 7.11
C -3.11 -4.74 4.37
C -2.02 -5.78 6.21
C -0.82 6.15 3.99
C 0.57 4.19 -0.84
H 6.44 -0.84 -9.70
H -4.55 -5.98 3.39
O -2.08 1.00 -1.71
C 6.28 -1.86 -9.37
C -0.54 4.71 -1.77
H -1.35 -5.77 7.05
H 4.96 0.61 -1.31
H 5.59 -2.38 -10.03
C -4.65 -2.43 1.83
H 7.52 -2.12 -7.02
C 4.07 -1.02 -4.15
N 3.09 -0.12 -1.78
H -3.35 4.35 1.29
H -0.82 6.39 6.13
N -2.77 -6.88 6.08
C 4.38 -1.52 -7.89
H 0.05 4.41 3.09
N -3.57 -1.85 1.28
H 0.29 3.45 1.20
H 3.14 0.01 0.33
O -0.09 0.77 -2.65
H 6.64 -1.88 -4.88
H 5.95 -0.17 -3.45
C 4.92 -0.39 -3.24
H -1.12 -3.34 2.95
H -0.86 3.99 -2.52
C 3.83 -1.34 -6.64
C -4.51 -3.29 2.89
C 2.53 0.37 -0.50
C -3.25 -3.65 3.36
H 7.22 -2.41 -9.40
C -3.69 -6.94 5.11
H -4.54 -0.09 0.65
C -0.56 5.63 5.40
H -0.15 6.02 1.10
H -2.34 -7.56 8.02
C 6.46 -1.91 -6.94
H -3.88 -1.20 -0.68
H -2.35 3.06 1.79
H -1.93 1.56 -2.48
N 5.69 -1.80 -8.01
N -1.42 4.47 0.53
H -4.15 -7.90 4.89
H -1.80 6.30 1.55
H -5.62 -2.07 1.52
C 2.74 -1.25 -3.83
H -1.58 -3.82 5.71
C -0.87 0.30 -1.80
H 2.83 -0.93 -6.65
H -1.16 4.75 5.62
C -3.86 -5.89 4.22
H -1.69 6.19 -0.61
C 2.29 -0.83 -2.59
C 4.59 -1.44 -5.48
C -1.04 5.52 1.51
C -0.24 3.53 0.26
H -1.62 4.33 3.21
H -2.66 4.87 -1.22
C -0.83 5.05 2.94
C 5.90 -1.86 -5.67
C -3.75 -0.76 0.30
H -0.71 2.63 -0.13
C -2.63 -7.99 7.07
H 0.51 5.41 5.47
H -1.83 6.59 3.98
H 3.82 -1.40 -8.81
C -2.60 3.66 0.92
H -0.17 6.99 3.75
H -2.89 -0.10 0.22
H -2.88 3.04 0.07
H 2.06 -1.77 -4.49
O -0.64 -0.65 -1.04
H -1.84 -8.65 6.72
H 1.24 -0.89 -2.29
H 1.19 5.02 -0.50
H -5.42 -3.60 3.39
C -1.68 5.14 -0.85
H 1.17 3.45 -1.35
C 4.40 0.05 -2.05
C -2.21 -4.66 5.43
*
```

Calculated values
* gap between HOMO and LUMO: 6.857 eV
* energy above the lowest of the compared OMol25 structures with the same formula, charge and spin: 0.0 kcal per mole

Calculated atomic charges, method Löwdin, unit e: number 1, H, carries 0.0789; number 2, C, carries 0.0604; number 3, H, carries 0.1020; number 4, H, carries 0.1288; number 5, H, carries 0.1374; number 6, C, carries 0.0344; number 7, H, carries 0.1128; number 8, C, carries -0.1226; number 9, C, carries 0.0182; number 10, C, carries -0.2553; number 11, C, carries -0.1340; number 12, H, carries 0.1219; number 13, H, carries 0.1421; number 14, O, carries 0.0223; number 15, C, carries 0.0550; number 16, C, carries -0.1237; number 17, H, carries 0.1580; number 18, H, carries 0.1558; number 19, H, carries 0.1141; number 20, C, carries 0.0285; number 21, H, carries 0.1607; number 22, C, carries -0.1176; number 23, N, carries -0.0564; number 24, H, carries 0.1259; number 25, H, carries 0.0836; number 26, N, carries -0.0670; number 27, C, carries 0.0329; number 28, H, carries 0.1179; number 29, N, carries -0.0624; number 30, H, carries 0.1254; number 31, H, carries 0.1111; number 32, O, carries -0.0380; number 33, H, carries 0.1361; number 34, H, carries 0.1363; number 35, C, carries 0.0506; number 36, H, carries 0.1399; number 37, H, carries 0.1154; number 38, C, carries 0.0482; number 39, C, carries 0.0442; number 40, C, carries 0.0454; number 41, C, carries -0.1162; number 42, H, carries 0.1132; number 43, C, carries 0.0309; number 44, H, carries 0.1150; number 45, C, carries -0.0892; number 46, H, carries 0.1459; number 47, H, carries 0.1115; number 48, C, carries 0.0295; number 49, H, carries 0.1268; number 50, H, carries 0.0974; number 51, H, carries 0.0978; number 52, N, carries -0.0713; number 53, N, carries -0.2594; number 54, H, carries 0.1643; number 55, H, carries 0.1476; number 56, H, carries 0.1614; number 57, C, carries 0.0712; number 58, H, carries 0.1432; number 59, C, carries -0.8152; number 60, H, carries 0.1423; number 61, H, carries 0.0752; number 62, C, carries 0.0566; number 63, H, carries 0.1307; number 64, C, carries 0.0338; number 65, C, carries -0.1156; number 66, C, carries -0.1265; number 67, C, carries -0.0847; number 68, H, carries 0.1063; number 69, H, carries 0.1344; number 70, C, carries -0.2090; number 71, C, carries 0.0533; number 72, C, carries 0.0342; number 73, H, carries 0.1172; number 74, C, carries 0.0753; number 75, H, carries 0.0799; number 76, H, carries 0.1177; number 77, H, carries 0.1599; number 78, C, carries 0.0150; number 79, H, carries 0.1214; number 80, H, carries 0.0699; number 81, H, carries 0.0975; number 82, H, carries 0.1418; number 83, O, carries -0.0380; number 84, H, carries 0.1214; number 85, H, carries 0.1115; number 86, H, carries 0.1228; number 87, H, carries 0.1474; number 88, C, carries -0.0519; number 89, H, carries 0.1102; number 90, C, carries 0.0190; number 91, C, carries 0.0600